1.
Computed, not measured: C23H34F6N3O4PtSbSi as an isolated structure at a distorted geometry, with ωB97M-V/def2-TZVPD.

## Properties
**HOMO-LUMO gap (spin up / spin down)**: 5.19 / 5.19 eV
**Molecular weight**: 875.45 u
**Electronic energy**: -2609.362222 Ha
**Energy relative to the best compared isomer or geometry (same formula, charge and spin)**: 142.2 kJ/mol
**LUMO level (spin up / spin down)**: -12.200 / -12.200 eV

```
! wB97M-V def2-TZVPD RIJCOSX def2/J DEFGRID3
* xyz 3 2
Pt -0.233 -0.312 -0.236
C -1.208 2.098 3.683
N -2.170 1.981 2.586
C -3.263 2.959 2.564
C -2.011 1.108 1.642
O -1.071 0.231 1.665
C -2.966 1.108 0.475
O -2.673 -0.009 -0.344
C -3.359 -1.208 -0.024
C -2.406 -2.385 -0.065
O -1.144 -2.210 -0.180
N -2.894 -3.591 0.007
C -4.315 -3.918 0.138
C -2.013 -4.759 -0.128
H -0.657 3.032 3.571
H -1.743 2.133 4.631
H -0.519 1.262 3.677
H -3.257 3.521 3.492
H -3.134 3.664 1.741
H -4.234 2.477 2.459
H -4.009 1.095 0.793
H -2.801 2.007 -0.122
H -3.798 -1.161 0.976
H -4.154 -1.346 -0.758
H -4.948 -3.044 0.244
H -4.637 -4.488 -0.733
H -4.452 -4.554 1.011
H -0.976 -4.470 -0.006
H -2.279 -5.502 0.620
H -2.147 -5.199 -1.116
C -1.385 -1.146 -3.270
Si 0.040 0.060 -3.443
C 0.848 -0.250 -5.125
C -0.507 1.847 -3.634
N 1.026 -0.190 -1.923
C 2.297 -0.218 -1.743
C 3.236 -0.260 -2.858
C 4.558 -0.320 -2.652
C 5.089 -0.277 -1.315
C 4.260 -0.190 -0.213
C 2.891 -0.222 -0.380
O 2.042 -0.180 0.621
C 2.452 -0.441 1.962
C 2.038 0.452 2.934
C 2.458 0.257 4.238
C 3.248 -0.836 4.568
C 3.644 -1.729 3.577
C 3.249 -1.537 2.267
H -1.806 -1.332 -4.259
H -2.188 -0.739 -2.653
H -1.072 -2.106 -2.856
H 0.029 -0.280 -5.844
H 1.356 -1.217 -5.142
H 1.537 0.542 -5.416
H -1.165 1.903 -4.501
H 0.353 2.499 -3.777
H -1.048 2.173 -2.746
H 2.840 -0.249 -3.862
H 5.231 -0.374 -3.498
H 6.162 -0.287 -1.164
H 4.682 -0.048 0.772
H 1.472 1.321 2.637
H 2.205 0.986 4.997
H 3.548 -0.998 5.594
H 4.245 -2.591 3.832
H 3.515 -2.251 1.496
F -0.217 1.785 -0.254
Sb 0.866 3.620 -0.208
F 1.896 2.700 1.078
F 1.815 2.627 -1.518
F -0.461 4.076 -1.434
F 1.857 5.164 -0.206
F -0.399 3.894 1.164
*
```

2.
Computed, not measured: C8H12Cl2CoN2O4Yb as an isolated structure at a distorted geometry, with ωB97M-V/def2-TZVPD.

## Properties
**HOMO-LUMO gap (spin up / spin down)**: 7.33 / 5.66 eV
**Molecular weight**: 503.07 u
**Electronic energy**: -4182.605885 Ha
**LUMO level (spin up / spin down)**: -15.227 / -16.765 eV

```
! wB97M-V def2-TZVPD RIJCOSX def2/J DEFGRID3
* xyz 4 6
Yb 4.446 0.491 -0.808
Co -0.490 -0.152 -0.320
Cl 4.493 0.383 1.548
Cl -0.054 -0.348 -2.465
C -0.426 1.635 -0.231
C 5.459 2.588 -0.194
C 3.210 2.464 -1.609
O -0.590 2.748 -0.562
O 5.645 3.515 0.461
O 2.840 3.512 -1.931
C -1.632 -4.481 -0.514
N -1.977 -3.893 0.763
C -2.521 -4.792 1.758
C -1.735 -2.568 0.926
O -1.070 -1.979 0.021
N -2.161 -1.769 1.947
C -3.329 -2.053 2.741
C -1.879 -0.349 1.731
H -1.990 -5.508 -0.543
H -0.552 -4.495 -0.720
H -2.126 -3.952 -1.333
H -2.033 -4.704 2.735
H -3.589 -4.620 1.897
H -2.404 -5.819 1.382
H -3.086 -2.710 3.580
H -3.695 -1.102 3.132
H -4.136 -2.556 2.180
H -0.878 -0.226 1.263
H -2.685 0.118 1.139
H -1.837 0.114 2.719
*
```

3.
Computed, not measured: C20H24N2O3 in the gas phase, with ωB97M-V/def2-TZVPD.

## Properties
**SMILES**: Cc1cccc(OCC(=O)Nc2cccc(C(=O)NCC(C)C)c2)c1
**HOMO-LUMO gap**: 9.21 eV
**Molecular weight**: 340.42 u
**Electronic energy**: -1111.798382 Ha
**Energy relative to the best compared isomer or geometry (same formula, charge and spin)**: 77.4 kJ/mol
**LUMO level**: 0.501 eV

```
! wB97M-V def2-TZVPD RIJCOSX def2/J DEFGRID3
* xyz 0 1
C 1.612 5.705 -0.480
C 2.268 4.364 -0.602
C 3.265 3.987 0.294
C 3.869 2.751 0.186
C 3.500 1.862 -0.812
C 2.513 2.233 -1.713
O 2.050 1.439 -2.738
C 2.737 0.242 -3.010
C 2.514 -0.865 -1.969
O 3.301 -1.775 -1.836
N 1.355 -0.696 -1.288
C 0.810 -1.467 -0.258
C 1.431 -2.614 0.230
C 0.847 -3.319 1.266
C -0.351 -2.903 1.817
C -0.990 -1.773 1.317
C -2.283 -1.359 1.943
O -2.505 -1.493 3.130
N -3.180 -0.824 1.079
C -4.520 -0.463 1.476
C -5.585 -1.376 0.854
C -6.975 -0.878 1.238
C -5.385 -2.819 1.309
C -0.403 -1.053 0.286
C 1.901 3.479 -1.600
H 2.358 6.497 -0.542
H 1.113 5.795 0.483
H 0.879 5.856 -1.268
H 3.562 4.668 1.077
H 4.638 2.463 0.887
H 3.981 0.898 -0.868
H 2.338 -0.113 -3.967
H 3.814 0.404 -3.128
H 0.824 0.132 -1.537
H 2.366 -2.934 -0.198
H 1.338 -4.201 1.649
H -0.809 -3.439 2.634
H -2.985 -0.847 0.091
H -4.711 0.578 1.188
H -4.549 -0.540 2.565
H -5.484 -1.332 -0.238
H -7.099 -0.904 2.318
H -7.127 0.145 0.899
H -7.741 -1.505 0.788
H -5.465 -2.885 2.392
H -6.136 -3.467 0.864
H -4.401 -3.185 1.020
H -0.864 -0.146 -0.082
H 1.135 3.738 -2.316
*
```